4 unconnected molecules or ions with the total composition C16H39BIO5 in a non-equilibrium geometry. Source: the OMol25 dataset; level of theory: ωB97M-V/def2-TZVPD.

The geometry in ORCA input format:
```
! RIJCOSX wB97M-V def2-TZVPD def2/J DEFGRID3
* xyz -1 1
I 0.356 4.492 -0.632
O -0.548 1.105 -4.947
O -0.029 -0.628 4.383
O -1.531 2.212 1.558
O -0.182 1.668 -0.251
O 2.270 -1.978 -0.571
C -0.242 2.650 1.862
C -1.441 -0.716 4.271
C 2.375 -3.365 -0.786
C 0.516 2.517 0.491
C 2.002 2.248 0.532
C -2.179 -0.302 5.534
C 0.347 -2.919 5.196
C 2.398 1.115 1.497
C -0.641 2.274 -4.134
C 0.573 -1.426 5.376
C -1.739 2.224 -3.092
C -0.143 -1.809 -1.074
C -1.700 0.776 -5.688
C 1.264 -1.303 -1.324
C -2.132 1.847 -6.677
C 2.706 -3.752 -2.219
B -1.235 1.060 0.690
H 2.498 3.163 0.822
H -0.853 -1.204 -1.637
H -1.738 -1.723 3.959
H 3.006 1.500 2.305
H -0.607 0.184 1.300
H -0.390 -1.727 -0.016
H 3.018 0.405 0.964
H 3.631 -3.270 -2.540
H -1.444 -0.134 -6.233
H -1.704 3.121 -2.476
H -1.905 0.715 5.817
H 2.344 2.012 -0.467
H 0.890 -3.476 5.961
H -0.708 -3.185 5.276
H -0.744 3.165 -4.766
H 2.830 -4.834 -2.299
H -1.709 -0.046 3.454
H 0.233 2.023 2.611
H 0.323 2.354 -3.632
H -2.419 2.772 -6.175
H 0.697 -3.239 4.213
H -3.256 -0.336 5.361
H 1.464 -3.878 -0.453
H 0.253 -1.108 6.377
H 1.320 -0.258 -1.019
H -0.273 -2.852 -1.378
H -2.735 2.163 -3.542
H -0.275 3.710 2.093
H -2.992 1.501 -7.254
H -1.319 2.080 -7.367
H 1.919 -3.455 -2.913
H -2.202 0.637 0.081
H 1.553 0.557 1.869
H 1.640 -1.213 5.307
H 3.180 -3.700 -0.128
H -1.611 1.362 -2.439
H -1.958 -0.957 6.379
H -2.529 0.519 -5.017
H 1.506 -1.338 -2.393
*
```

Values from the calculation:
Largest force on an atom: 1.79 eV/Å
Electronic energy: -36240.5076 eV
E_HOMO: -0.1736 hartree
Kohn-Sham gap: 7.5963 eV

2 unconnected molecules or ions with the total composition C6H14O3. Source: the OMol25 dataset; level of theory: ωB97M-V/def2-TZVPD.

The geometry in ORCA input format:
```
! RIJCOSX wB97M-V def2-TZVPD def2/J DEFGRID3
* xyz 0 1
O 3.009 1.328 -2.825
O 2.354 0.437 -0.211
O -4.424 -1.917 1.758
C 3.537 1.184 -0.470
C 2.014 -0.323 -1.365
C 3.349 2.088 -1.671
C -4.608 -0.516 1.707
C -3.762 -2.288 2.951
C 1.826 0.580 -2.567
H 3.757 1.771 0.443
H 4.389 0.499 -0.643
H -2.762 -1.826 3.020
H 1.606 -0.006 -3.480
H 1.083 -0.875 -1.129
H 2.559 2.835 -1.462
H -4.343 -2.004 3.844
H -3.645 0.021 1.724
H 0.974 1.266 -2.394
H 2.804 -1.070 -1.575
H 4.279 2.639 -1.908
H -3.643 -3.384 2.942
H -5.126 -0.280 0.763
H -5.226 -0.157 2.547
*
```

Values from the calculation:
Structure (SMILES): C1COCCO1.COC
Largest force on an atom: 0.58 eV/Å
Electronic energy: -12589.7556 eV
E_HOMO: -0.3476 hartree
Kohn-Sham gap: 10.2709 eV
Energy above the lowest of the compared OMol25 structures with the same formula, charge and spin: 2.342 eV

A single C9H13NO2S molecule in a non-equilibrium geometry. Source: the OMol25 dataset; level of theory: ωB97M-V/def2-TZVPD.

The geometry in ORCA input format:
```
! RIJCOSX wB97M-V def2-TZVPD def2/J DEFGRID3
* xyz 0 1
S 0.950 -3.598 -0.463
O -1.502 1.251 -1.613
O -1.391 -0.075 1.586
N 0.455 -1.913 1.437
C 0.760 1.731 1.175
C -0.145 -1.461 0.301
C 1.424 0.677 -0.932
C 0.213 1.014 0.001
C -0.010 -2.237 -0.800
C 1.018 -3.015 1.195
C -0.809 -0.129 0.317
C -1.852 0.037 -1.021
C -0.766 1.977 -0.665
H 1.811 -0.349 -0.878
H 1.552 1.090 1.563
H -1.752 -0.868 -1.748
H -0.156 1.992 1.811
H -1.448 2.460 -0.008
H 1.633 -3.543 2.019
H -2.930 0.094 -0.575
H -0.365 -2.210 -1.767
H 1.259 2.780 0.819
H -1.119 -0.671 2.259
H 1.178 0.891 -2.027
H 2.329 1.162 -0.697
H -0.340 2.915 -1.290
*
```

Values from the calculation:
Structure (SMILES): CC1(C)COC[C@@]1(O)c1cscn1
Largest force on an atom: 4.37 eV/Å
Electronic energy: -25961.7153 eV
E_HOMO: -0.3358 hartree
Kohn-Sham gap: 9.7553 eV
Energy above the lowest of the compared OMol25 structures with the same formula, charge and spin: 2.985 eV

A molecular structure, C37H56B2BrN8O2PRbS5 in a non-equilibrium geometry. Source: the OMol25 dataset; level of theory: ωB97M-V/def2-TZVPD.

The geometry in ORCA input format:
```
! RIJCOSX wB97M-V def2-TZVPD def2/J DEFGRID3
* xyz -2 2
Rb 0.129 -2.388 -2.591
Br 5.205 -0.256 -5.525
S -2.441 -0.413 -0.941
S -0.022 1.519 -1.918
S 1.553 -3.838 0.099
S 2.613 -0.386 -0.114
S -1.207 -5.494 -0.939
P 0.348 -5.337 0.269
O 0.031 -5.459 1.841
O 1.214 -6.768 0.150
N 0.457 -0.180 1.885
N 2.656 0.619 -4.954
N -1.252 2.452 -0.007
N 0.180 -2.798 -5.356
N 1.238 3.176 1.011
N 1.390 1.916 0.658
N -2.078 2.801 0.974
N -0.429 0.140 0.911
C 1.380 0.911 -5.182
C 2.156 5.904 -0.024
C 2.243 -2.373 3.406
C 2.561 1.157 0.548
C 0.196 -1.216 2.646
C -4.323 3.405 2.783
C 0.690 0.475 -6.322
C 0.453 -2.026 4.934
C 1.923 -6.869 -1.126
C -4.949 1.690 1.383
C -5.751 4.064 0.820
C -0.787 -6.584 2.325
C 1.453 -0.278 -7.244
C -1.981 -6.084 3.138
C 3.293 0.017 -5.875
C 0.711 5.722 2.327
C -3.219 3.074 0.382
C 3.814 1.943 0.950
C -4.499 3.143 1.330
C -0.966 -1.936 2.432
C 3.372 -6.818 -0.898
C -2.925 3.375 -3.540
C -2.441 3.104 -1.996
C 5.005 1.274 0.795
C 2.002 5.437 1.499
C -0.456 -2.963 -6.302
C -2.872 -2.734 1.130
C -1.794 -1.820 1.389
C -1.539 -0.661 0.486
C 1.876 -0.100 4.164
C -3.454 3.498 -1.019
C -1.322 2.589 -1.347
C 1.174 -1.391 3.778
C 2.254 3.876 1.233
C 3.485 3.285 1.196
C 3.220 6.155 2.378
C 2.850 -0.441 -7.085
B 0.006 1.455 0.053
B -1.234 -3.308 -7.673
H 2.469 -0.024 5.167
H 0.150 -3.192 4.765
H 1.915 7.113 -0.390
H 0.875 1.475 -4.468
H 4.953 1.153 -0.476
H -0.562 -3.906 -8.526
H -1.809 -5.273 3.953
H -1.293 -2.602 3.210
H 1.766 -3.310 2.826
H -3.442 2.914 3.201
H -4.061 -2.364 1.287
H 1.448 -6.203 -1.894
H -4.803 0.903 0.530
H -0.590 -1.438 5.088
H -5.251 5.273 0.649
H -0.402 0.498 -6.359
H 2.511 0.301 3.304
H -2.679 -6.956 3.541
H 4.216 6.321 1.798
H 3.094 -1.952 2.642
H 0.877 6.878 2.413
H -1.504 -2.202 -8.257
H 3.604 -7.446 0.025
H -0.006 -7.351 2.978
H 1.031 5.372 -0.692
H -1.112 -7.174 1.410
H -2.259 -3.926 -7.364
H 3.631 -5.737 -0.825
H -6.426 3.213 0.154
H 1.083 -1.874 5.881
H -6.381 4.215 1.633
H 2.694 -2.906 4.370
H -2.667 -3.597 1.738
H -4.002 3.186 -3.956
H -5.068 3.089 3.493
H 2.910 7.137 2.670
H 1.016 0.892 4.330
H -2.964 -3.014 0.045
H -2.735 -5.601 2.454
H -4.314 1.012 2.149
H -6.050 1.567 1.531
H 2.971 5.714 -0.391
H -2.724 4.611 -3.420
H 4.649 3.887 1.136
H -4.102 5.025 3.212
H 3.384 -1.012 -7.840
H 3.501 5.695 3.326
H 3.862 -7.199 -1.851
H -0.242 5.705 1.849
H 0.886 -0.704 -8.096
H -2.407 2.722 -4.303
H 6.167 1.963 1.132
H 0.942 5.391 3.378
H 1.698 -7.927 -1.418
H 5.046 0.456 1.297
H -4.684 3.954 -1.364
*
```

Values from the calculation:
Largest force on an atom: 15.05 eV/Å
Electronic energy: -190798.0265 eV
E_HOMO (alpha / beta): -0.0451 / -0.1144 hartree
Kohn-Sham gap (alpha / beta): 4.8989 / 6.7834 eV
<S²>: 0.7668
Energy above the lowest of the compared OMol25 structures with the same formula, charge and spin: 18.495 eV

A molecular structure, C19H43P3RuSSe in a non-equilibrium geometry. Source: the OMol25 dataset; level of theory: ωB97M-V/def2-TZVPD.

The geometry in ORCA input format:
```
! RIJCOSX wB97M-V def2-TZVPD def2/J DEFGRID3
* xyz 4 5
Ru 0.058 -0.456 0.633
Se 2.610 0.323 -1.667
S 2.186 0.497 1.520
P -1.120 -1.474 2.539
P 0.846 -2.458 0.069
P -1.441 -0.367 -0.980
C 1.263 2.686 -2.610
C 2.007 2.253 1.167
C -2.009 1.348 -1.217
C 2.023 1.532 -2.940
C 1.892 -3.094 1.445
C -2.990 -1.328 -0.837
C -0.418 -3.766 -0.223
C -1.114 -3.259 3.005
C -0.882 4.769 0.001
C -0.833 -0.820 -2.648
C 1.966 -2.852 -1.343
C 2.344 0.594 3.320
C -1.616 4.242 0.997
C 1.277 3.392 -4.934
C 2.023 2.246 -5.270
C 0.899 3.602 -3.597
C -0.587 -0.676 4.099
C -2.949 -1.209 2.656
C 2.393 1.330 -4.293
H 2.992 -2.547 -1.096
H -3.479 -2.042 2.176
H -3.599 -0.941 -0.011
H 2.985 0.453 -4.550
H 1.601 -2.691 2.422
H 1.951 -3.934 -1.544
H 0.137 -0.328 -2.825
H -1.308 -0.910 4.895
H -2.824 1.381 -1.952
H -1.176 1.970 -1.569
H 1.007 4.107 -5.710
H -0.714 -1.907 -2.743
H -1.328 -0.046 1.399
H -3.233 -1.152 3.717
H 3.278 1.128 3.531
H -0.190 -3.773 2.723
H 0.947 2.535 1.164
H 0.154 5.093 0.156
H 2.322 2.061 -6.302
H 2.557 2.799 1.942
H 0.410 -1.029 4.392
H 0.990 2.859 -1.567
H -1.202 4.085 2.000
H -2.366 1.755 -0.262
H -2.670 3.972 0.854
H 2.461 2.439 0.185
H 2.415 -0.426 3.707
H -1.234 -3.343 4.095
H 0.093 -4.739 -0.221
H -1.189 -3.777 0.553
H 0.320 4.483 -3.311
H 1.840 -4.191 1.472
H -1.560 -0.474 -3.397
H -1.963 -3.772 2.534
H 2.930 -2.795 1.248
H -2.775 -2.389 -0.662
H 1.656 -2.313 -2.247
H -1.309 4.945 -0.991
H -3.238 -0.274 2.169
H 1.488 1.124 3.750
H -3.557 -1.234 -1.773
H -0.554 0.411 3.958
H -0.895 -3.626 -1.201
*
```

Values from the calculation:
Largest force on an atom: 3.96 eV/Å
Electronic energy: -126985.4208 eV
E_HOMO (alpha / beta): -0.7295 / -0.7295 hartree
Kohn-Sham gap (alpha / beta): 5.3380 / 4.2439 eV
<S²>: 6.0363